# 1
44
Properties=species:S:1:pos:R:3:mulliken_charge:R:1 method="wB97M-V/def2-TZVPD" energy_ha=-1071.49908 orbital_gap_ha="0.2818 / 0.2817" charge=+1
Pd -0.050 1.406 -1.191 0.2735
N -0.074 3.609 -0.879 -0.4071
C 0.603 3.926 0.405 -0.6955
C 0.088 3.040 1.541 -0.9435
N -0.024 1.643 1.136 0.5197
C 1.123 0.814 1.498 -0.4788
C 2.382 1.268 0.775 -0.8500
N 2.195 1.270 -0.705 -0.3619
C -1.286 1.009 1.507 -0.4674
C -2.449 1.584 0.710 -0.7644
N -2.286 1.329 -0.747 -0.4087
H 0.357 4.134 -1.633 0.2907
H -1.046 3.901 -0.840 0.2299
H 0.454 4.969 0.694 0.4554
H 1.668 3.786 0.246 0.3095
H -0.897 3.401 1.841 0.4645
H 0.741 3.156 2.413 0.3742
H 0.902 -0.203 1.173 0.1724
H 1.296 0.802 2.582 0.4030
H 3.191 0.599 1.070 0.5154
H 2.669 2.269 1.090 0.3009
H 2.348 0.337 -1.081 0.2743
H 2.856 1.892 -1.154 0.2116
H -1.489 1.073 2.583 0.3877
H -1.201 -0.047 1.243 0.2525
H -2.536 2.662 0.852 0.3457
H -3.367 1.138 1.096 0.5118
H -2.953 1.868 -1.286 0.2303
H -2.449 0.346 -0.955 0.2555
C -1.740 -4.198 -1.417 -0.9706
Si -0.054 -3.578 -0.945 -0.1322
C 1.271 -4.234 -2.069 -0.9602
C 0.316 -4.051 0.816 -0.9512
C -0.052 -1.735 -1.102 -0.5254
C -0.056 -0.545 -1.371 0.3035
H -1.753 -5.291 -1.407 0.3168
H -2.023 -3.867 -2.418 0.3295
H -2.498 -3.849 -0.713 0.3018
H 1.274 -5.327 -2.059 0.3213
H 2.258 -3.893 -1.747 0.2970
H 1.116 -3.904 -3.098 0.3244
H 0.328 -5.142 0.891 0.3311
H -0.443 -3.681 1.509 0.3050
H 1.291 -3.686 1.145 0.3083

# 2
61
Properties=species:S:1:pos:R:3:mulliken_charge:R:1 method="wB97M-V/def2-TZVPD" energy_ha=-13722.21539 orbital_gap_ha=0.0507 charge=+2
C 0.320 5.323 2.203 0.7402
C 0.442 4.130 2.207 -1.0881
Si 0.382 2.321 2.072 0.3764
S 0.967 1.795 0.095 -0.3122
O -1.148 1.687 2.360 -0.1001
Si -2.400 2.884 2.485 0.2990
N -4.055 2.230 2.213 0.0737
C -4.836 3.428 1.798 -0.5115
C -6.261 3.055 1.402 -0.9034
H 0.027 6.348 2.155 0.4224
H 1.388 1.742 2.962 -0.1268
H 0.291 2.721 -0.611 0.1702
H -2.393 3.617 3.753 -0.0841
H -2.188 3.850 1.391 -0.1031
H -4.046 1.571 1.454 -0.0862
H -4.879 4.067 2.685 0.4285
H -4.347 4.007 1.007 0.4357
H -6.397 2.000 1.194 0.3422
H -6.468 3.640 0.431 0.3902
H -6.954 3.418 2.163 0.1577
Na -2.826 0.734 0.419 0.8692
F -6.477 2.913 -1.029 -0.4142
Al -0.162 0.262 4.117 0.5085
O -5.443 -1.585 0.481 -0.4781
H -5.522 -2.550 0.554 0.2852
C -8.166 1.893 5.487 -0.5189
Br -7.023 0.986 4.143 0.6002
Br -8.119 3.776 5.238 0.0644
Br -9.926 1.149 5.450 0.0701
H -7.722 1.669 6.448 0.4440
Br -2.953 -0.380 3.855 -0.4732
Cl -8.699 -1.513 5.383 0.2219
Be -7.355 -1.249 4.305 0.0662
C 4.083 -2.103 -2.270 -1.2433
C 4.673 -2.117 -0.864 0.5664
C 3.798 -2.875 0.166 -0.8398
O 2.646 -2.179 0.598 -0.3374
C 1.543 -2.238 -0.285 -0.5472
N 4.940 -0.748 -0.442 -0.6101
H 3.270 -1.382 -2.374 0.1687
H 4.845 -1.822 -2.990 0.1101
H 3.706 -3.086 -2.550 0.4453
H 5.629 -2.645 -0.916 0.4552
H 4.396 -3.033 1.065 0.3695
H 3.525 -3.866 -0.215 0.4362
H 1.480 -3.196 -0.804 0.3417
H 1.593 -1.418 -1.008 0.1943
H 0.638 -2.102 0.312 0.1794
H 5.444 -0.749 0.441 0.3012
H 4.053 -0.302 -0.223 0.2388
C 7.411 -2.313 -6.378 -0.3119
C 6.689 -3.283 -7.288 -0.3647
O 6.189 -4.295 -6.400 -0.3005
S 5.822 -3.641 -4.992 1.1942
O 4.428 -3.371 -4.964 -0.5330
O 6.462 -4.378 -3.964 -0.5715
O 6.595 -2.254 -5.196 -0.2900
H 8.397 -2.686 -6.096 0.2900
H 7.510 -1.324 -6.816 0.2953
H 7.342 -3.725 -8.034 0.3198
H 5.838 -2.811 -7.783 0.2771

# 3
48
Properties=species:S:1:pos:R:3:mulliken_charge:R:1 method="wB97M-V/def2-TZVPD" smiles=CB(O)[PH](CCCCl)(C[C@H](O)CN)[C@@H](Br)[C@H](C)Br.CO energy_ha=-6690.78856 orbital_gap_ha=0.3021 charge=0
C -0.249 -1.511 2.182 -0.8338
B 0.515 -0.565 1.193 0.0272
O 1.391 0.406 1.649 -0.5211
P -0.015 -0.511 -0.689 1.9394
C 0.722 0.648 -1.922 -1.4003
C 2.217 0.984 -1.825 -0.8554
C 2.496 2.045 -0.775 -0.0774
Cl 4.157 1.922 -0.118 -0.2511
C -1.378 0.759 0.007 -1.3355
C -2.781 0.196 -0.166 -0.2826
O -3.069 0.219 -1.571 -0.5673
C -3.848 0.952 0.634 -0.7381
N -4.208 0.193 1.836 -0.6437
C 1.195 -2.004 -1.350 -1.2288
Br 2.538 -2.344 0.027 -0.1186
C 0.519 -3.291 -1.779 -0.0839
C -0.222 -3.122 -3.100 -1.2071
Br -0.717 -3.981 -0.416 -0.1227
H 0.293 -2.460 2.253 0.3098
H -1.263 -1.757 1.852 0.2436
H -0.288 -1.061 3.180 0.2551
H 0.982 1.214 1.997 0.4619
H -1.077 -1.288 -1.170 -0.3172
H 0.553 0.164 -2.891 0.5105
H 0.134 1.567 -1.939 0.5299
H 2.835 0.109 -1.613 0.3237
H 2.531 1.354 -2.806 0.4385
H 2.434 3.056 -1.180 0.4717
H 1.814 1.960 0.064 -0.0364
H -1.236 0.945 1.084 0.3631
H -1.350 1.738 -0.481 0.5237
H -2.802 -0.849 0.184 0.5323
H -3.488 -0.612 -1.820 0.3658
H -4.729 1.063 -0.004 0.3365
H -3.487 1.961 0.872 0.3155
H -4.553 0.802 2.566 0.2498
H -3.394 -0.278 2.215 0.2396
H 1.779 -1.691 -2.222 0.6349
H 1.256 -4.087 -1.884 0.5805
H -1.047 -2.411 -3.030 0.2758
H -0.621 -4.082 -3.433 0.4063
H 0.485 -2.776 -3.861 0.3224
C 2.782 2.528 3.116 -0.5433
O 1.458 2.870 2.709 -0.5735
H 2.860 1.449 3.013 0.2261
H 3.546 2.975 2.479 0.2437
H 2.979 2.780 4.162 0.3275
H 1.350 3.822 2.768 0.2832

# 4
44
Properties=species:S:1:pos:R:3:mulliken_charge:R:1 method="wB97M-V/def2-TZVPD" spin_multiplicity=6 energy_ha=-1331.66754 orbital_gap_ha="0.2226 / 0.1810" charge=+2 s_squared=8.793
Ir 0.434 -0.017 -0.756 0.3949
H -2.723 -0.526 -1.403 -0.1809
H -2.805 0.214 -1.503 0.2082
P 0.586 -2.177 -1.293 0.6648
P 0.603 2.161 -1.217 0.5862
C 0.805 3.046 0.381 -1.1824
H 1.003 4.112 0.204 0.4510
H -0.110 2.941 0.979 0.3329
H 1.646 2.603 0.931 0.3360
C 2.017 2.719 -2.218 -1.0604
H 1.926 2.318 -3.234 0.3665
H 2.062 3.815 -2.257 0.4282
H 2.940 2.335 -1.767 0.3748
C -0.899 2.909 -1.938 -1.0512
H -1.751 2.723 -1.270 0.3116
H -0.773 3.993 -2.071 0.4263
H -1.107 2.440 -2.907 0.3824
C 2.109 -2.735 -2.132 -1.1212
H 2.135 -3.831 -2.213 0.4244
H 2.153 -2.292 -3.134 0.3583
H 2.977 -2.394 -1.555 0.3806
C 0.577 -3.166 0.262 -1.2203
H -0.390 -3.034 0.766 0.3472
H 0.725 -4.232 0.035 0.4706
H 1.381 -2.821 0.928 0.3261
C -0.830 -2.891 -2.195 -1.1142
H -0.926 -2.388 -3.165 0.3913
H -0.696 -3.971 -2.348 0.4237
H -1.744 -2.716 -1.615 0.3305
H 0.234 -0.106 -2.341 0.0486
H 2.033 0.023 -0.679 -0.0994
N -1.767 0.088 5.073 -0.4303
C -1.298 0.072 3.799 1.1544
C -0.028 -0.466 3.499 -1.0367
C 0.441 -0.413 2.197 -0.3118
N -0.325 0.040 1.182 -0.2043
C -1.553 0.547 1.441 -0.2301
C -2.058 0.598 2.732 -0.8849
H -1.235 -0.293 5.841 0.2138
H -2.667 0.483 5.307 0.2129
H 0.607 -0.905 4.265 0.3821
H 1.444 -0.756 1.919 0.7153
H -2.118 0.905 0.576 0.2973
H -3.035 1.046 2.895 0.3872